[1]
C26H22BBrGaN5O2S as an isolated structure in a non-equilibrium geometry, computed with the ωB97M-V functional and the def2-TZVPD basis.

Last column: Mulliken charge in e.
Atoms and positions in Å:
Ga  -1.038  -0.201  0.286  -0.704
C  3.509  -1.769  -0.722  -1.283
C  3.133  -0.374  -0.912  0.750
C  3.678  0.339  -1.964  -0.647
C  3.274  1.657  -2.161  -0.704
C  2.287  2.138  -1.368  -0.794
C  1.786  1.361  -0.280  0.424
N  2.265  0.137  -0.025  -0.304
C  0.843  2.034  0.697  0.677
C  0.956  3.408  0.897  -0.667
C  -0.018  4.068  1.674  -0.897
C  -0.964  3.298  2.358  -1.042
C  -0.896  1.882  2.274  0.300
N  -0.150  1.304  1.256  0.580
C  -1.548  1.017  3.254  0.918
C  -2.277  1.557  4.348  -0.671
C  -2.551  0.741  5.481  -0.623
C  -2.229  -0.593  5.382  -0.774
C  -1.811  -1.122  4.129  0.754
C  -1.696  -2.582  3.976  -1.273
N  -1.512  -0.343  3.076  0.182
H  4.615  -1.930  -0.750  0.402
H  3.032  -2.391  -1.515  0.259
H  3.133  -2.148  0.243  0.247
H  4.448  -0.123  -2.590  0.400
H  3.646  2.328  -2.945  0.398
H  1.802  3.069  -1.653  0.497
H  1.846  3.908  0.525  0.588
H  0.034  5.138  1.758  0.474
H  -1.647  3.748  3.037  0.385
H  -2.617  2.568  4.391  0.386
H  -3.041  1.170  6.366  0.409
H  -2.438  -1.282  6.170  0.459
H  -1.687  -2.800  2.918  0.156
H  -2.438  -3.161  4.518  0.485
H  -0.732  -3.005  4.403  0.241
Br  -0.010  3.018  -4.806  -0.151
C  -0.240  1.106  -4.946  -0.058
C  -0.034  0.589  -6.229  -0.491
C  -0.307  -0.769  -6.465  -0.500
C  -0.707  -1.647  -5.442  -0.587
C  -0.756  -1.196  -4.167  -0.572
C  -0.540  0.201  -3.915  0.339
C  -0.634  0.594  -2.481  1.180
O  -0.620  1.806  -2.195  -0.661
O  -0.721  -0.301  -1.565  -0.234
H  0.313  1.235  -7.019  0.432
H  -0.257  -1.177  -7.473  0.351
H  -0.969  -2.655  -5.628  0.441
H  -1.036  -1.806  -3.291  0.324
S  -5.410  -0.326  1.170  -0.408
C  -3.981  -0.038  0.556  0.710
N  -2.894  0.208  0.121  -0.327
B  1.228  -4.035  1.286  0.365
C  0.313  -2.867  0.948  0.478
N  -0.253  -1.870  0.751  -0.215
H  2.133  -4.096  0.480  -0.150
H  1.749  -3.920  2.396  -0.118
H  0.635  -5.097  1.384  -0.136

## Properties
- HOMO-LUMO gap: 7.283 eV
- HOMO: -8.9 eV
- Energy above the lowest of the compared OMol25 structures with the same formula, charge and spin: 0.0 kJ/mol


[2]
C26H22BaN6O4S as an isolated structure in a non-equilibrium geometry, computed with the ωB97M-V functional and the def2-TZVPD basis.

Last column: Mulliken charge in e.
Atoms and positions in Å:
Ba  -0.516  -0.150  -1.482  1.797
C  -1.383  4.916  2.893  -0.840
N  -1.091  3.582  3.386  0.201
C  -0.775  3.257  4.694  -0.511
C  -0.524  1.938  4.724  -0.431
N  -0.693  1.460  3.432  0.354
C  -1.028  2.486  2.595  -0.074
S  -1.245  2.449  0.927  -0.416
C  -0.446  0.090  3.071  0.430
C  0.678  -0.527  3.593  -0.457
C  0.894  -1.856  3.268  -0.425
C  -0.007  -2.494  2.434  -0.291
C  -1.096  -1.771  1.975  -0.755
N  -1.334  -0.498  2.294  -0.465
H  -1.272  5.613  3.718  0.312
H  -2.399  4.961  2.506  0.296
H  -0.694  5.172  2.090  0.328
H  -0.778  3.987  5.482  0.435
H  -0.286  1.285  5.543  0.497
H  1.378  0.023  4.205  0.385
H  1.771  -2.370  3.633  0.429
H  0.137  -3.519  2.127  0.429
H  -1.831  -2.243  1.331  0.582
N  1.604  -1.803  -2.836  -0.321
C  1.439  -3.055  -2.220  0.571
C  0.872  -4.106  -2.938  -0.954
C  0.656  -5.340  -2.343  -0.560
C  1.007  -5.537  -1.017  -1.008
C  1.563  -4.485  -0.303  -0.587
C  1.786  -3.231  -0.868  0.905
C  2.362  -2.126  -0.037  0.384
C  3.501  -2.398  0.724  -0.361
C  4.028  -1.428  1.567  -0.774
C  3.404  -0.190  1.647  -0.655
C  2.268  0.055  0.880  -0.633
C  1.701  -0.879  -0.003  -0.501
H  1.619  -1.797  -3.843  0.198
H  2.312  -1.218  -2.415  0.269
H  0.611  -3.951  -3.979  0.379
H  0.217  -6.142  -2.921  0.386
H  0.848  -6.496  -0.543  0.399
H  1.831  -4.625  0.738  0.485
H  3.990  -3.364  0.647  0.470
H  4.921  -1.635  2.144  0.397
H  3.804  0.575  2.305  0.464
H  1.803  1.037  0.984  0.212
O  -3.148  2.359  -6.306  -0.516
C  -3.517  3.192  -5.344  0.404
O  -4.307  4.081  -5.533  -0.597
C  -2.939  2.988  -3.979  0.511
C  -3.395  3.697  -2.889  -0.528
N  -2.713  3.265  -1.819  0.202
N  -1.821  2.322  -2.125  -0.353
C  -1.935  2.148  -3.440  -0.022
C  -1.037  1.135  -4.101  0.507
O  -1.361  0.685  -5.198  -0.813
O  -0.019  0.775  -3.411  -0.828
H  -2.492  1.685  -5.978  0.472
H  -4.150  4.462  -2.835  0.532
H  -2.774  3.555  -0.852  0.057

## Properties
- HOMO-LUMO gap: 7.278 eV
- HOMO: -7.4 eV
- Energy above the lowest of the compared OMol25 structures with the same formula, charge and spin: 26.7 kJ/mol


[3]
C26H22Cl45GaNO2 as an isolated structure in a non-equilibrium geometry, computed with the ωB97M-V functional and the def2-TZVPD basis.

Last column: Mulliken charge in e.
Atoms and positions in Å:
C  1.193  -2.824  -1.696  -0.710
C  -0.028  -1.993  -2.144  -0.622
Ga  -0.744  -0.992  -0.523  -0.421
C  -1.170  -2.272  1.052  -0.788
C  -2.205  -3.311  0.775  0.405
C  -1.813  -4.345  -0.255  -1.064
Cl  -2.535  -4.241  2.371  -0.280
C  -2.418  0.068  -0.925  -0.097
C  -3.604  -0.601  -1.265  -0.003
C  -4.800  0.073  -1.521  -0.612
C  -4.863  1.465  -1.447  -1.030
C  -3.688  2.156  -1.141  0.558
C  -2.497  1.467  -0.891  -0.222
N  0.796  0.058  0.146  0.799
C  0.539  0.769  1.317  0.037
C  1.003  0.085  2.587  -0.782
O  0.019  1.863  1.372  -0.597
C  1.418  0.824  -0.850  0.363
C  2.924  0.909  -0.729  -1.090
O  0.860  1.354  -1.779  -0.587
H  1.507  -3.563  -2.432  0.357
H  0.996  -3.314  -0.744  -0.172
H  2.013  -2.138  -1.488  0.015
H  0.336  -1.273  -2.874  0.565
H  -0.806  -2.615  -2.577  0.520
H  -0.233  -2.724  1.376  0.068
H  -1.514  -1.621  1.857  0.539
H  -3.151  -2.828  0.567  0.233
H  -2.314  -5.282  -0.023  0.545
H  -2.142  -4.061  -1.250  0.150
H  -0.749  -4.550  -0.244  0.091
H  -3.640  -1.682  -1.349  0.305
H  -5.710  -0.463  -1.754  0.381
H  -5.784  2.004  -1.615  0.355
H  -3.703  3.235  -1.076  0.059
H  -1.618  2.055  -0.662  0.427
H  0.309  0.284  3.393  0.174
H  1.108  -0.976  2.385  0.160
H  1.993  0.483  2.799  0.305
H  3.222  0.538  0.251  0.371
H  3.389  0.252  -1.450  0.038
H  3.276  1.931  -0.817  0.435
C  -3.583  6.057  -2.601  0.310
Cl  -3.899  5.724  -0.897  -0.127
Cl  -2.326  4.973  -3.190  -0.005
Cl  -5.073  5.799  -3.516  -0.082
Cl  -3.054  7.737  -2.790  -0.118
C  2.198  1.325  7.138  0.293
Cl  1.380  2.060  5.765  0.019
Cl  1.107  1.297  8.530  -0.111
Cl  2.668  -0.327  6.727  -0.092
Cl  3.642  2.265  7.545  -0.120
C  5.472  -5.779  -0.943  0.294
Cl  6.123  -6.697  -2.310  -0.119
Cl  6.520  -6.004  0.465  -0.112
Cl  5.407  -4.068  -1.361  -0.030
Cl  3.850  -6.355  -0.564  -0.057
C  -2.362  3.449  4.961  0.263
Cl  -3.965  3.979  4.443  -0.081
Cl  -1.796  4.487  6.284  -0.114
Cl  -2.454  1.778  5.523  -0.067
Cl  -1.242  3.539  3.607  -0.008
C  6.673  0.307  -2.643  0.354
Cl  6.136  0.349  -0.963  -0.071
Cl  7.643  1.752  -2.985  -0.078
Cl  7.665  -1.131  -2.913  -0.105
Cl  5.276  0.271  -3.718  -0.087
C  -0.238  7.757  -5.992  0.335
Cl  -1.870  8.208  -6.498  -0.091
Cl  0.233  8.728  -4.592  -0.094
Cl  -0.205  6.050  -5.565  -0.052
Cl  0.892  8.061  -7.321  -0.117
C  1.289  -5.472  3.584  0.233
Cl  0.402  -4.091  4.211  -0.034
Cl  2.504  -5.981  4.782  -0.142
Cl  0.189  -6.814  3.275  -0.071
Cl  2.114  -5.041  2.086  -0.023
C  -6.312  0.809  2.963  0.193
Cl  -7.095  2.135  3.849  -0.124
Cl  -4.963  0.179  3.912  -0.025
Cl  -7.498  -0.480  2.700  -0.132
Cl  -5.714  1.398  1.417  0.069
C  11.540  4.022  -4.196  0.321
Cl  12.099  3.342  -5.728  -0.102
Cl  12.710  3.651  -2.926  -0.101
Cl  11.381  5.776  -4.354  -0.099
Cl  9.976  3.318  -3.777  -0.054
C  1.446  -10.763  2.760  0.322
Cl  2.110  -9.423  3.687  -0.022
Cl  2.477  -12.191  2.942  -0.117
Cl  -0.179  -11.136  3.347  -0.106
Cl  1.364  -10.312  1.054  -0.088
C  -9.165  5.478  -2.421  0.327
Cl  -9.944  6.455  -1.170  -0.106
Cl  -8.079  4.312  -1.668  -0.017
Cl  -10.401  4.623  -3.353  -0.107
Cl  -8.243  6.535  -3.497  -0.102

## Properties
- Net charge: -1
- HOMO-LUMO gap: 6.686 eV
- HOMO: -5.5 eV
- Energy above the lowest of the compared OMol25 structures with the same formula, charge and spin: 0.0 kJ/mol


[4]
C26H22Cl4CrN6O2S3Te as an isolated structure in a non-equilibrium geometry, computed with the ωB97M-V functional and the def2-TZVPD basis.

Last column: Mulliken charge in e.
Atoms and positions in Å:
Cr  12.733  16.125  10.378  0.420
S  15.000  15.816  9.680  -0.525
C  15.122  17.489  10.120  0.893
S  13.728  18.372  10.588  -0.495
C  16.390  18.126  9.931  0.105
C  16.564  19.516  10.159  0.067
N  16.736  20.665  10.261  -0.679
C  17.609  17.444  10.105  0.187
N  18.711  17.085  10.236  -0.701
Cl  7.093  12.423  10.470  -0.263
C  8.264  13.695  10.228  -0.035
C  7.811  15.073  10.163  0.640
Cl  6.173  15.327  9.618  -0.282
C  8.697  16.152  10.347  0.029
Cl  8.139  17.803  10.501  -0.246
C  10.070  15.878  10.467  0.607
O  10.913  16.830  10.730  -0.807
C  10.539  14.502  10.327  0.146
O  11.799  14.282  10.131  -1.060
C  9.600  13.476  10.407  0.218
Cl  10.273  11.954  10.617  -0.194
C  13.502  13.152  14.037  -0.925
N  12.210  13.787  14.049  -0.126
C  12.071  14.939  13.451  0.262
S  13.359  15.769  12.582  -0.677
N  10.915  15.613  13.533  0.152
C  9.995  15.480  14.632  -1.271
H  14.068  13.445  14.971  0.237
H  14.062  13.508  13.176  0.312
H  13.352  12.076  14.112  0.344
H  11.389  13.214  14.324  0.326
H  10.794  16.494  12.935  0.190
H  10.451  15.404  15.587  0.420
H  9.390  14.583  14.505  0.323
H  9.304  16.319  14.733  0.343
N  12.500  14.431  7.370  -0.307
C  12.700  15.816  7.298  0.494
C  13.109  16.330  6.060  -0.971
C  12.900  17.655  5.815  -0.176
C  12.168  18.410  6.743  -0.927
C  11.900  17.857  7.980  -0.199
N  12.195  16.587  8.300  0.545
H  12.605  13.909  6.546  0.157
H  11.960  14.140  8.178  0.171
H  13.638  15.635  5.389  0.315
H  13.349  18.154  4.944  0.333
H  11.816  19.449  6.609  0.304
H  11.345  18.458  8.760  0.331
C  16.261  9.038  10.832  -1.200
Te  14.064  8.823  10.607  0.231
C  14.484  6.682  10.874  -1.095
C  15.952  6.494  10.701  0.129
C  16.586  5.270  10.444  -0.387
C  17.936  5.092  10.313  -0.731
C  18.769  6.203  10.388  -0.277
C  18.200  7.484  10.520  -0.708
C  16.816  7.617  10.694  1.052
H  16.436  9.642  11.734  0.410
H  16.516  9.707  9.992  0.428
H  13.846  6.172  10.068  0.334
H  14.016  6.391  11.775  0.408
H  15.856  4.428  10.399  0.299
H  18.318  4.070  10.343  0.338
H  19.868  6.099  10.328  0.330
H  18.817  8.366  10.547  0.436

## Properties
- 2S+1: 5
- Net charge: -2
- HOMO-LUMO gap (spin up / spin down): 2.823 / 4.893 eV
- HOMO (spin up / spin down): 0.2 / -1.9 eV
- Energy above the lowest of the compared OMol25 structures with the same formula, charge and spin: 263.0 kJ/mol